Entry 1:
Formula: C14H28F6MnN3O10S2
Source: the OMol25 dataset
Level of theory: the ωB97M-V functional and the def2-TZVPD basis

Values from the calculation:
* spin multiplicity: 6
* E_LUMO (spin up / spin down): 0.091 / 0.091 Eh
* molar mass: 631.4 u
* energy above the lowest of the compared OMol25 structures with the same formula, charge and spin: 242.6 kJ/mol
* highest occupied orbital energy (spin up / spin down): -4.2 / -4.6 eV
* net charge: -1
* calculated total energy: -109215.123 eV

Geometry as XYZ:
```
64
Properties=species:S:1:pos:R:3:forces:R:3
Mn -0.233104 -0.501294 -0.267190 0.9763 -0.2850 -1.4872
C -3.665182 1.649545 2.066627 1.6439 0.2450 0.0481
F -3.905584 2.794014 2.715080 -0.1782 0.1681 -0.1568
F -4.489108 0.736176 2.564149 -0.0331 -0.2578 -0.3140
F -3.949551 1.845556 0.747457 0.2209 -0.2666 0.9618
S -1.771241 1.181471 2.385337 3.1527 -0.0752 2.1257
O -0.973038 2.439404 2.493019 -2.2651 -0.9300 -0.5415
O -1.641496 0.336406 3.563185 -1.8384 1.4972 0.1499
O -1.357388 0.375961 1.272870 -1.7055 0.3242 -1.2123
C -0.264611 -4.614987 2.098551 -0.1656 1.0377 0.5725
F -1.077591 -4.823094 1.050824 0.9460 -0.3058 -0.7664
F -1.028837 -5.006888 3.128519 0.7462 -0.2483 0.4887
F 0.882243 -5.348864 2.054102 -1.6186 0.3262 -0.3101
S 0.175485 -2.758526 2.301235 0.5090 2.8193 1.2882
O -0.493245 -2.202025 3.452446 -1.1656 -1.5003 -0.2793
O 1.590146 -2.742254 2.551403 1.0625 -0.9714 -0.9218
O -0.231268 -2.063840 1.068787 0.0881 -2.3885 0.3131
C 2.667090 -0.090160 -3.248544 0.9098 1.2046 0.4255
C 1.790392 -1.225867 -2.896680 -2.7298 -1.7124 0.4689
C 2.596079 -2.437543 -2.378928 -0.0760 0.8205 -1.1285
O 0.665984 -0.931028 -2.120325 0.5790 0.5211 0.8541
H 3.575696 -0.423331 -3.750075 0.0659 -0.0172 -0.2145
H 2.978223 0.419930 -2.336904 0.1426 0.1244 0.2773
H 2.174821 0.665850 -3.860284 -0.1592 -0.1094 -0.1241
H 1.326791 -1.541995 -3.831158 0.2232 -0.4435 -0.8169
H 3.193932 -2.717897 -3.246146 0.7893 -0.0621 0.1499
H 1.997971 -3.334019 -2.215464 -0.2442 0.3955 0.6712
H 3.200478 -2.073699 -1.548014 0.0849 -0.6252 0.2434
C -2.912738 -2.045847 -1.328584 2.3134 2.1069 1.5053
O -2.085640 -1.199074 -0.858611 -3.4146 -2.2680 -2.0473
N -3.612577 -2.868556 -0.560009 -1.1266 -1.0781 0.2681
C -4.250184 -4.090165 -1.129004 -0.2167 1.5915 0.1274
C -3.704263 -2.745518 0.895483 1.5215 0.1803 0.3286
H -3.165178 -2.162463 -2.393884 0.5591 0.1541 -0.0122
H -4.451846 -3.874707 -2.178287 -0.0769 -0.2073 -0.0438
H -5.193700 -4.195684 -0.593521 -0.0426 -0.2794 -0.1915
H -3.675867 -5.013946 -1.059011 0.3043 0.2381 0.2712
H -2.907978 -3.377502 1.288729 -0.6079 -0.5282 0.4962
H -3.386855 -1.791274 1.315941 -0.0619 0.4365 -0.7933
H -4.709293 -2.928796 1.275498 0.1144 -0.4601 -0.2618
C 2.165148 0.614649 1.696528 1.2854 1.6832 -0.7693
O 1.250102 0.460059 0.897398 1.7725 0.3531 1.5324
N 3.095864 1.647630 1.571560 -0.4394 0.5112 -0.3252
C 2.891148 2.886399 0.764359 0.8291 -1.0122 1.3335
C 4.392575 1.717661 2.279268 -1.2719 -0.3334 -0.2082
H 2.443991 0.066946 2.610018 -0.7193 -0.7931 -0.3863
H 3.675967 2.942779 0.010050 -0.4319 -0.1588 -0.6491
H 3.216982 3.630408 1.491256 -0.5683 0.6653 -0.1441
H 1.863310 3.043133 0.437106 0.2943 -0.2709 -0.0875
H 4.450951 0.885061 2.980323 0.3652 -0.0669 -0.2306
H 5.188565 1.757416 1.535688 0.1838 -0.5762 0.0231
H 4.515690 2.647181 2.835084 -0.4201 0.1215 0.2285
C -0.633217 2.748066 -0.665697 0.0434 -1.9888 0.2156
O -0.514445 1.518236 -0.886616 -0.5174 3.8083 -0.3540
N 0.024390 3.696175 -1.322953 1.1019 0.7391 -2.2536
C -0.117689 5.116007 -1.132070 -0.7621 -0.1220 2.1156
C 0.850168 3.423428 -2.496336 0.4068 -0.4295 0.8820
H -1.224490 3.270118 0.102461 -0.3298 -1.0182 0.3873
H -0.361397 5.302116 -0.086103 -0.5860 -0.1480 0.1988
H -0.940360 5.518347 -1.723204 0.4644 0.3677 -0.3613
H 0.838750 5.638705 -1.142839 0.0230 -0.0707 -1.0138
H 0.881214 2.342337 -2.631937 0.1171 0.1102 -0.2735
H 0.542846 3.982765 -3.379957 -0.4775 -0.1957 -0.0179
H 1.825965 3.830908 -2.232006 0.4104 -0.3464 -0.2542
```
Forces are in eV/Å.

=====

Entry 2:
Formula: C14H28NO
Source: the OMol25 dataset
Level of theory: the ωB97M-V functional and the def2-TZVPD basis

Values from the calculation:
* SMILES: CC(C)=CCC[C@@H](C)CC[C@@H]1COCC[NH2+]1
* spin multiplicity: 1
* E_LUMO: -0.115 Eh
* molar mass: 226.4 u
* energy above the lowest of the compared OMol25 structures with the same formula, charge and spin: 0.0 kJ/mol
* highest occupied orbital energy: -10.2 eV
* net charge: +1
* calculated total energy: -18501.546 eV

Geometry as XYZ:
```
44
Properties=species:S:1:pos:R:3:forces:R:3
C 3.336864 2.470021 3.088407 0.8160 0.3284 -0.5587
C 2.941759 2.238109 1.643798 0.0846 0.1337 0.0798
C 2.498323 3.455434 0.876272 -1.1751 -0.3962 0.4264
C 2.974361 1.014528 1.091884 -0.0352 0.2582 -0.2720
C 1.862997 0.472267 0.223393 0.6246 0.0051 -0.7258
C 2.142612 -0.933758 -0.313374 -0.4783 0.1278 0.1822
C 0.977177 -1.489456 -1.170624 0.2249 -0.2656 -0.2246
C 1.481047 -2.164427 -2.472061 0.1589 0.2269 0.1029
C 0.078962 -2.461032 -0.368901 0.1512 0.5651 0.2910
C -1.072100 -1.782474 0.382070 -0.2855 -0.1605 -0.0678
C -2.012396 -1.006025 -0.555430 0.8301 0.1289 0.1023
C -1.918530 0.525883 -0.472707 -0.1776 0.3057 -0.2787
O -2.929518 1.021319 0.389490 -0.0660 -0.1944 0.1008
C -4.167180 0.987185 -0.294569 -0.0043 0.0574 -0.2138
C -4.438137 -0.434813 -0.844398 -0.2748 0.2757 -0.0009
N -3.441794 -1.358607 -0.229175 0.0307 -0.1352 -0.0971
H 3.012717 3.465381 3.391516 0.0765 0.0073 0.0601
H 4.417447 2.416411 3.247972 -0.0241 -0.0832 0.1468
H 2.833035 1.742095 3.718181 0.1329 -0.0399 0.0733
H 1.769239 4.057482 1.425973 0.0784 0.1179 -0.0210
H 2.045866 3.178059 -0.074350 0.1655 0.1458 -0.1214
H 3.382322 4.070171 0.699672 -0.0030 0.0090 -0.0200
H 3.827383 0.370194 1.292683 -0.6170 -0.5880 0.9691
H 1.609990 1.127939 -0.618569 -0.0155 0.0372 0.0342
H 0.979124 0.413097 0.868768 -0.0619 0.0802 -0.0742
H 3.065845 -0.943348 -0.891722 0.0311 0.0868 0.0490
H 2.282233 -1.582142 0.556559 0.2527 -0.0888 -0.1129
H 0.382291 -0.620337 -1.477128 -0.0491 -0.0483 -0.0157
H 2.569247 -2.167009 -2.520088 0.0009 -0.0776 0.0381
H 1.149558 -1.608663 -3.349707 -0.0962 -0.1355 -0.0460
H 1.151228 -3.198850 -2.558930 -0.0394 0.0165 -0.0702
H 0.707884 -2.926226 0.391800 -0.0784 -0.3435 -0.1491
H -0.323118 -3.243151 -1.015635 -0.0368 0.0121 0.0088
H -1.659547 -2.564591 0.879298 0.1213 -0.0116 0.1099
H -0.690883 -1.126838 1.166577 -0.0691 0.0418 -0.0024
H -1.787261 -1.311466 -1.578805 -0.4533 -0.1409 -0.0528
H -0.948970 0.856149 -0.110545 -0.0248 -0.1401 0.1685
H -2.056431 0.963947 -1.469131 0.0533 0.0002 0.0050
H -4.962683 1.281380 0.385153 0.1838 0.0243 0.1977
H -4.141150 1.705651 -1.118944 -0.1003 -0.0494 -0.0360
H -5.438326 -0.766101 -0.573324 0.0434 -0.1246 0.0016
H -4.345480 -0.497137 -1.926501 0.1743 -0.0706 0.0206
H -3.528934 -1.321047 0.789388 -0.0297 0.0845 -0.0121
H -3.617075 -2.325205 -0.504237 -0.0399 0.0173 0.0048
```
Forces are in eV/Å.

=====

Entry 3:
Formula: C14H29BClNNbO6S
Source: the OMol25 dataset
Level of theory: the ωB97M-V functional and the def2-TZVPD basis

Values from the calculation:
* spin multiplicity: 1
* E_LUMO: 0.024 Eh
* molar mass: 478.6 u
* highest occupied orbital energy: -4.1 eV
* net charge: -1
* calculated total energy: -54346.052 eV

Geometry as XYZ:
```
54
Properties=species:S:1:pos:R:3:forces:R:3
C 7.874894 0.666311 2.287507 -0.0860 0.0871 0.2696
C 6.704893 0.552680 1.575361 0.4610 0.5787 0.3760
C 6.758546 -0.057309 0.255845 0.9750 0.6454 -1.3613
O 7.717360 -0.751033 -0.048454 -0.6026 0.3059 0.0860
O 5.729289 0.059484 -0.598231 0.0526 0.1819 0.3893
C 4.759429 1.079220 -0.317086 -0.6496 0.0099 -0.8501
C 4.075615 1.462039 -1.632346 0.2534 -0.2136 0.3814
C 2.767475 0.704980 -1.864697 0.1742 0.5678 -0.7271
C 1.562623 1.503451 -1.380074 0.0849 -0.5872 0.0603
C 0.254115 0.719544 -1.509171 0.4478 0.3325 0.3761
C -0.855585 1.218483 -0.570931 -0.0831 -0.8575 -0.9354
Nb -2.310804 -0.421888 0.151242 1.5531 2.2663 -0.0333
S -2.587845 0.593797 2.388762 -0.2425 -0.2526 -0.2208
Cl -2.067237 -1.386492 -2.113918 -0.0738 0.2598 0.4528
C -0.729330 -1.883233 0.887443 -0.5297 -0.6244 0.3504
N 0.358930 -1.217557 1.638984 -0.0012 0.0880 -0.4475
C -4.172202 0.660487 -0.619876 -1.0671 -1.7363 1.0229
C -5.483390 0.515777 0.201782 0.5544 0.8216 -0.9450
C -6.316177 1.761665 0.211821 -0.6638 0.0523 0.8556
O -7.044721 2.091127 1.125298 0.1226 -0.0229 -0.1983
O -6.246562 2.520941 -0.897746 0.1833 -0.1299 -0.4140
B -3.839203 -2.163999 0.562408 0.1404 -0.5149 -0.4113
O -4.605799 -2.107677 1.742596 0.0068 0.6005 -0.2558
O -4.113674 -3.260216 -0.256915 -0.1777 -0.0650 0.4292
C -3.094659 -4.237648 -0.285461 -0.0110 -0.2172 -0.4163
H 8.062198 0.077994 3.184823 -0.8318 1.3625 1.0914
H 8.660691 1.370864 2.026122 0.8610 -1.3977 -1.2084
H 5.797654 0.962825 2.005754 -0.5947 -1.7239 0.6194
H 5.222957 1.969301 0.098965 0.2876 -0.0909 0.2994
H 3.994033 0.665090 0.337984 0.0966 0.0912 0.4025
H 4.796078 1.291525 -2.429208 0.0813 -0.0121 -0.1071
H 3.891900 2.535244 -1.593644 -0.1533 0.1086 -0.1356
H 2.658291 0.546427 -2.938781 -0.0869 -0.1670 -0.0957
H 2.813689 -0.282743 -1.409787 -0.0690 -0.0867 0.1535
H 1.511379 2.432538 -1.949227 0.0039 0.2225 0.0834
H 1.736463 1.753305 -0.330056 -0.1012 0.1426 0.1237
H 0.510970 -0.325275 -1.331684 -0.1170 -0.1608 0.1243
H -0.089870 0.762438 -2.539757 -0.0632 -0.0725 -0.1309
H -1.453989 1.937495 -1.135785 -0.1645 0.2505 0.2018
H -0.422960 1.733854 0.289176 -0.0243 0.0385 0.1832
H -1.483135 1.342268 2.479169 0.0986 0.0278 -0.1933
H -0.294063 -2.330809 -0.008048 -0.1461 0.0212 -0.2356
H -1.136474 -2.713455 1.466872 0.0704 -0.1143 0.0969
H 0.106183 -0.289378 1.942181 -0.0150 0.0370 0.2007
H 0.619331 -1.762556 2.445489 -0.0628 0.0860 0.2178
H -3.906381 1.711473 -0.684341 0.4571 0.0654 -0.0009
H -4.373912 0.249211 -1.603288 0.1857 0.2702 -0.2974
H -5.315250 0.243778 1.235498 -0.1560 -0.0435 0.1643
H -6.098110 -0.227967 -0.306710 -0.1272 -0.2713 0.2331
H -6.883867 3.234232 -0.768915 -0.0465 0.0936 0.1051
H -5.524122 -1.944020 1.496826 -0.2184 -0.3767 0.2281
H -2.210417 -3.894277 -0.821732 0.0838 0.1588 -0.0264
H -3.491694 -5.107698 -0.803695 -0.0383 -0.0916 -0.0900
H -2.793554 -4.564616 0.711655 -0.0312 0.0564 0.1592
```
Forces are in eV/Å.

=====

Entry 4:
Formula: C14H29BO5PS
Source: the OMol25 dataset
Level of theory: the ωB97M-V functional and the def2-TZVPD basis

Values from the calculation:
* spin multiplicity: 1
* E_LUMO: 0.038 Eh
* molar mass: 351.2 u
* highest occupied orbital energy: -3.9 eV
* net charge: -1
* calculated total energy: -46020.537 eV

Geometry as XYZ:
```
51
Properties=species:S:1:pos:R:3:forces:R:3
C 1.787688 -3.533087 2.649843 0.1419 -0.3439 0.6495
O 1.290556 -4.399293 1.531712 0.2673 2.8966 0.4651
C 1.182628 -3.494138 0.350049 1.2188 -0.6214 -1.0639
C 0.107128 -4.005080 -0.777007 -0.6118 0.3905 0.0777
C -1.485065 -3.739360 -0.345559 0.8153 0.4848 -0.7048
C -1.623877 -2.120861 -0.125244 -0.2729 -0.0932 -0.3315
C -3.151282 -1.531525 -0.246771 0.2530 1.3707 0.1203
C -3.012923 0.122155 -0.038044 0.8553 -1.3540 0.4622
C -2.862150 0.336736 1.601882 -1.4118 0.9082 -0.7567
C -1.876457 1.580000 2.017777 -0.4067 0.5065 0.9690
B -0.268075 1.282598 1.848393 -1.1983 -0.3480 -0.9717
C 0.516812 0.895963 0.452693 2.3316 0.2601 0.2241
O 0.176824 1.818215 -0.661142 1.8254 -2.2461 -1.6632
C 0.921363 1.487354 -1.885987 -3.1991 -0.2369 -5.9676
C 2.537507 1.220786 -2.001868 0.1651 -0.1715 0.0525
O 0.213709 1.437331 -3.048814 4.2683 0.3851 7.8843
P 0.845359 1.438889 3.442018 0.9925 0.5034 0.0387
S 1.379734 3.348410 3.512620 -0.4617 -0.3918 -0.2588
H 2.731944 -2.918955 2.299281 -1.9456 -1.0715 0.6625
H 2.128647 -4.189565 3.581339 -0.8501 1.1225 -2.2500
H 0.915984 -2.824181 3.036064 1.8404 -1.2899 -0.9571
H 2.256680 -3.529762 -0.166337 -2.1637 0.2321 0.9714
H 1.035932 -2.392736 0.717604 -0.1309 -2.0566 -0.8494
H 0.262111 -5.130420 -1.088898 -0.0802 2.2228 0.9103
H 0.304020 -3.354237 -1.757240 -0.3683 -1.3547 2.1581
H -1.809082 -4.356543 0.600438 0.7547 1.2785 -1.8135
H -2.151740 -4.079587 -1.259394 1.2824 0.7204 1.8756
H -1.142595 -1.838031 0.917254 -1.1894 -0.5351 -2.0050
H -0.966533 -1.545669 -0.938369 -1.4343 -1.3739 1.5867
H -3.652064 -1.689381 -1.299716 1.1981 -0.1385 2.0645
H -3.847749 -1.946835 0.605444 1.3046 0.6231 -1.7583
H -3.900102 0.719021 -0.512856 1.6487 -1.1544 1.1303
H -2.023349 0.416089 -0.606114 -2.0115 -0.2810 1.1761
H -2.623331 -0.683965 2.127118 -0.1310 2.0581 -0.9971
H -3.955988 0.640255 1.971691 2.3736 -0.6968 -0.6142
H -2.151887 2.554938 1.413100 0.4335 -2.0205 0.9847
H -2.119282 1.841145 3.157344 0.5511 -0.4694 -2.3537
H 1.681407 1.065058 0.652194 -2.2915 -0.4858 -0.3056
H 0.426440 -0.249639 0.153077 -0.1150 2.3137 0.6010
H 3.097001 2.219892 -2.308499 -1.4990 -1.5864 0.5765
H 3.035066 0.789036 -1.034714 -1.1339 0.9099 -1.6902
H 2.736555 0.444102 -2.875798 -0.8310 1.7137 1.8642
H 0.161141 1.058516 4.651293 0.4066 -0.3587 -0.6689
H 2.083208 0.663572 3.303588 -1.2457 0.0070 0.3487
C 0.954660 5.117993 -3.620052 -0.7641 0.1070 -0.1641
C 2.350098 5.240642 -3.032898 0.2294 0.5856 0.4848
O 2.530053 6.232123 -2.272543 0.3534 -0.8067 -0.4451
O 3.153496 4.331055 -3.382454 0.0963 0.1154 0.4174
H 0.307159 5.932449 -3.281259 0.1099 -0.0630 -0.0102
H 1.007484 5.149886 -4.712383 -0.0142 -0.1731 0.0455
H 0.505134 4.168642 -3.313855 0.0449 0.0071 -0.2015
```
Forces are in eV/Å.

=====

Which formula does entry 1 have?
C14H28F6MnN3O10S2

=====

Number 1 is which compound?
C14H28F6MnN3O10S2

=====

Which formula does entry 3 have?
C14H29BClNNbO6S

=====

Which of these has the highest calculated total energy?
C14H28NO